Entry 1:
{"formula": "C20H25N3OS", "method": "ωB97M-V with the def2-TZVPD basis set", "e_above_lowest_ev": 1.932, "smiles": "O=C(c1cccs1)N1CCC(N2CCN(c3ccccc3)CC2)CC1", "homo_energy_ev": -7.638, "fmax_ha_per_bohr": 0.0122, "species": ["O", "C", "C", "C", "C", "C", "S", "N", "C", "C", "C", "N", "C", "C", "N", "C", "C", "C", "C", "C", "C", "C", "C", "C", "C", "H", "H", "H", "H", "H", "H", "H", "H", "H", "H", "H", "H", "H", "H", "H", "H", "H", "H", "H", "H", "H", "H", "H", "H", "H"], "coordinates": [[3.2502, -2.8115, -0.6250], [2.1304, -3.0684, -1.0339], [1.6840, -4.4821, -1.0926], [1.8579, -5.4082, -0.1064], [1.4736, -6.7103, -0.4914], [1.0406, -6.7655, -1.7762], [1.0786, -5.2267, -2.5404], [1.2817, -2.1141, -1.4828], [-0.1388, -2.2724, -1.6826], [-0.9183, -1.4898, -0.6216], [-0.5050, -0.0082, -0.6546], [-1.2161, 0.8635, 0.2534], [-1.2656, 0.4835, 1.6477], [-1.6616, 1.7345, 2.4792], [-1.8225, 2.8859, 1.6177], [-0.6618, 3.5596, 1.2259], [-0.3706, 3.8793, -0.1009], [0.7627, 4.6021, -0.4245], [1.6383, 5.0254, 0.5587], [1.3556, 4.7253, 1.8809], [0.2225, 4.0106, 2.2110], [-2.8432, 2.6089, 0.6329], [-2.5105, 1.3336, -0.1851], [1.0084, 0.0831, -0.4325], [1.7270, -0.7346, -1.5027], [2.2443, -5.1544, 0.8641], [1.5276, -7.5653, 0.1581], [0.7026, -7.6165, -2.3333], [-0.4094, -3.3263, -1.6313], [-0.3959, -1.8962, -2.6803], [-1.9881, -1.5910, -0.8136], [-0.7011, -1.9101, 0.3623], [-0.7103, 0.3761, -1.6626], [-0.2793, 0.1348, 1.9511], [-1.9929, -0.3289, 1.8285], [-2.6140, 1.5641, 2.9909], [-0.9045, 1.9382, 3.2328], [-1.0153, 3.5474, -0.8981], [0.9673, 4.8273, -1.4619], [2.5258, 5.5831, 0.3007], [2.0208, 5.0585, 2.6647], [0.0104, 3.8141, 3.2513], [-3.7823, 2.4681, 1.1786], [-2.9632, 3.4794, -0.0111], [-2.4607, 1.5628, -1.2514], [-3.3005, 0.5744, -0.0390], [1.3219, 1.1261, -0.4761], [1.2760, -0.3140, 0.5470], [2.8042, -0.7346, -1.3301], [1.5190, -0.3205, -2.4958]], "forces_ev_per_angstrom": [[0.1, 0.0, 0.2], [0.2, 0.0, 0.0], [-0.1, -0.5, -0.3], [-0.1, 0.4, -0.1], [-0.1, -0.2, -0.1], [0.0, 0.3, -0.3], [0.2, -0.1, 0.6], [0.0, 0.1, -0.2], [-0.5, -0.2, 0.2], [0.0, 0.3, -0.3], [0.2, -0.2, 0.2], [-0.2, 0.0, 0.0], [0.1, 0.0, 0.0], [0.0, -0.1, 0.1], [-0.3, 0.1, 0.1], [0.2, 0.3, 0.0], [-0.1, -0.1, 0.0], [0.1, 0.1, 0.0], [0.1, 0.1, -0.1], [0.1, 0.0, 0.0], [0.0, -0.1, 0.0], [-0.1, 0.0, 0.0], [0.1, -0.1, 0.0], [-0.2, 0.0, -0.3], [0.4, 0.2, 0.2], [0.1, 0.1, 0.1], [0.0, -0.2, 0.1], [-0.1, -0.2, -0.1], [0.0, 0.2, -0.1], [0.0, -0.1, 0.0], [-0.1, 0.0, 0.0], [0.0, 0.0, 0.1], [0.0, 0.0, 0.0], [0.0, -0.1, 0.0], [0.1, 0.0, 0.0], [0.1, 0.0, 0.0], [-0.1, 0.0, 0.0], [-0.1, -0.1, -0.1], [0.0, 0.0, -0.1], [0.1, 0.0, 0.0], [0.0, 0.0, 0.1], [-0.1, 0.0, 0.1], [0.0, 0.0, -0.1], [0.0, 0.0, 0.0], [0.0, 0.0, 0.0], [0.0, 0.0, -0.1], [0.0, 0.1, 0.0], [0.0, 0.0, 0.1], [-0.2, 0.0, -0.1], [0.0, 0.0, 0.0]], "nbo_charge": [-0.611, 0.648, -0.308, -0.209, -0.258, -0.401, 0.443, -0.429, -0.217, -0.427, -0.025, -0.452, -0.246, -0.206, -0.450, 0.279, -0.298, -0.183, -0.257, -0.190, -0.283, -0.224, -0.237, -0.410, -0.225, 0.235, 0.227, 0.237, 0.227, 0.189, 0.211, 0.204, 0.190, 0.206, 0.162, 0.192, 0.210, 0.207, 0.208, 0.211, 0.211, 0.209, 0.197, 0.212, 0.200, 0.163, 0.230, 0.203, 0.251, 0.186]}

Entry 2:
{"formula": "C45H51MnN5OS", "method": "ωB97M-V with the def2-TZVPD basis set", "multiplicity": 4, "homo_energy_ev": [-6.266, -6.820], "fmax_ha_per_bohr": 0.0741, "species": ["Mn", "C", "C", "C", "C", "C", "C", "C", "C", "C", "S", "C", "N", "H", "H", "H", "H", "H", "H", "H", "H", "C", "C", "C", "C", "C", "C", "C", "C", "C", "C", "C", "C", "N", "C", "C", "N", "C", "C", "C", "C", "C", "C", "C", "C", "C", "C", "C", "C", "H", "H", "H", "H", "H", "H", "H", "H", "H", "H", "H", "H", "H", "H", "H", "H", "H", "H", "H", "H", "H", "H", "H", "H", "H", "H", "H", "H", "H", "H", "H", "H", "H", "H", "H", "H", "O", "C", "C", "C", "C", "C", "C", "C", "N", "C", "C", "N", "H", "H", "H", "H", "H", "H", "H"], "coordinates": [[0.5068, -0.0255, 0.5914], [3.5640, -0.6830, -1.2667], [3.7501, -0.2711, 0.1573], [5.0705, 0.0539, 0.5239], [5.4035, 0.2758, 1.8262], [4.3965, 0.1310, 2.7994], [4.6669, 0.2261, 4.1772], [3.6658, 0.0485, 5.1000], [2.3722, -0.2372, 4.6775], [2.0775, -0.3293, 3.3301], [0.4996, -0.7906, 2.7936], [3.0745, -0.1325, 2.3460], [2.7383, -0.2735, 1.0218], [4.4725, -1.1535, -1.6393], [3.3327, 0.1701, -1.9031], [2.7525, -1.4010, -1.3283], [5.8153, 0.1035, -0.2567], [6.4158, 0.5112, 2.1234], [5.6814, 0.4260, 4.4887], [3.8786, 0.1191, 6.1559], [1.5751, -0.3955, 5.3843], [-3.6004, 3.4800, -1.5809], [-2.1609, 3.1486, -1.9879], [-1.9592, 3.4645, -3.4723], [-1.1556, 3.8876, -1.1280], [-1.2595, 5.2701, -1.1809], [-0.4647, 6.0990, -0.4207], [0.4418, 5.5133, 0.4395], [0.5949, 4.1404, 0.5306], [1.6594, 3.6957, 1.5102], [1.0805, 2.8432, 2.6333], [2.8191, 2.9915, 0.8113], [-0.1783, 3.2736, -0.2949], [0.0881, 1.9154, -0.2797], [0.0018, 1.1543, -1.4347], [-0.0096, -0.9837, -1.4368], [-0.0642, -1.6924, -0.2360], [-0.4545, -3.0289, -0.2915], [-1.4277, -3.5321, 0.6090], [-1.9628, -4.7940, 0.4208], [-1.5785, -5.5962, -0.6347], [-0.5402, -5.1706, -1.4353], [0.0616, -3.9331, -1.2625], [1.3173, -3.6938, -2.0813], [2.4000, -4.7242, -1.7380], [1.0432, -3.7094, -3.5904], [-1.8812, -2.7576, 1.8210], [-3.4021, -2.6066, 1.9009], [-1.3437, -3.4423, 3.0816], [-4.2874, 2.8274, -2.1179], [-3.8485, 4.5102, -1.8208], [-3.7410, 3.3300, -0.5118], [-2.0522, 2.0814, -1.8538], [-2.1229, 4.5209, -3.6664], [-2.6582, 2.8915, -4.0768], [-0.9493, 3.2157, -3.7929], [-1.9923, 5.7105, -1.8406], [-0.5575, 7.1718, -0.4879], [1.0694, 6.1476, 1.0511], [2.0647, 4.6061, 1.9706], [0.7956, 1.8657, 2.2332], [0.1992, 3.3232, 3.0537], [1.8124, 2.6976, 3.4246], [2.4506, 2.1180, 0.2787], [3.5623, 2.6763, 1.5424], [3.2920, 3.6592, 0.0929], [0.2010, 1.7561, -2.3481], [0.1603, -1.6037, -2.3308], [-2.7074, -5.1530, 1.1148], [-2.0490, -6.5543, -0.8025], [-0.1698, -5.8258, -2.2102], [1.7410, -2.7277, -1.8091], [2.0849, -5.7321, -1.9922], [2.6338, -4.6927, -0.6772], [3.3054, -4.4966, -2.2973], [0.7017, -4.6923, -3.9040], [1.9528, -3.4734, -4.1415], [0.2762, -2.9874, -3.8703], [-1.4464, -1.7623, 1.7682], [-3.8709, -3.5407, 2.1988], [-3.8140, -2.3071, 0.9394], [-3.6551, -1.8521, 2.6426], [-1.7960, -4.4228, 3.2090], [-1.5569, -2.8336, 3.9552], [-0.2656, -3.5594, 3.0126], [0.9416, 0.0788, -1.3258], [-1.1727, 0.0586, -1.8124], [-1.3616, 0.0142, -3.2772], [-2.5496, -0.2142, -3.8741], [-3.7208, -0.4082, -3.1096], [-3.6497, -0.2557, -1.7474], [-2.4540, 0.0270, -1.0770], [-2.4719, 0.3925, 0.2919], [-1.4098, 0.5285, 1.0951], [-1.8807, 1.0139, 2.2833], [-3.2282, 1.1667, 2.2161], [-3.5968, 0.7756, 0.9617], [-0.4679, 0.1409, -3.8785], [-2.6074, -0.2614, -4.9513], [-4.6527, -0.6494, -3.5962], [-4.5515, -0.3742, -1.1619], [-1.2399, 1.2115, 3.1186], [-3.9306, 1.5039, 2.9498], [-4.5283, 0.7781, 0.5857]], "forces_ev_per_angstrom": [[0.0, -0.4, 3.8], [-0.3, -0.1, -0.1], [-0.3, -0.1, 0.0], [0.3, 0.1, 0.4], [-0.3, -0.1, -0.3], [-0.3, 0.0, -0.2], [-0.1, 0.0, 0.3], [0.5, 0.1, -0.1], [-0.2, 0.0, -0.7], [-0.2, -0.1, -0.1], [-0.1, 0.1, -0.4], [0.4, 0.1, 0.7], [0.4, 0.1, -0.5], [0.1, 0.0, 0.1], [0.0, 0.0, 0.0], [0.1, 0.2, -0.1], [0.0, 0.0, 0.0], [0.1, 0.0, 0.0], [0.1, 0.0, 0.0], [0.1, 0.0, 0.1], [-0.1, 0.0, 0.2], [0.2, -0.2, 0.0], [0.0, 0.1, -0.1], [0.0, -0.2, 0.1], [0.1, -0.3, 0.1], [0.2, 0.3, 0.1], [-0.2, 0.0, -0.1], [-0.1, 0.1, 0.0], [0.1, 0.2, 0.1], [0.1, -0.2, 0.0], [0.1, 0.0, -0.3], [-0.1, 0.0, 0.0], [0.1, 0.5, 0.1], [0.7, -1.0, -0.4], [-0.9, 2.2, -1.4], [-1.4, -1.7, -1.9], [0.9, 1.3, -0.1], [-0.4, -0.9, 0.2], [0.2, 0.3, -0.2], [0.0, -0.1, -0.1], [0.0, -0.1, 0.1], [-0.1, 0.0, 0.0], [0.1, 0.2, 0.2], [0.1, 0.1, -0.1], [-0.1, 0.2, 0.0], [0.1, 0.2, 0.2], [0.0, 0.0, 0.1], [0.2, 0.1, -0.1], [0.0, 0.2, -0.2], [-0.1, 0.0, -0.1], [-0.1, 0.1, 0.0], [0.0, 0.0, 0.1], [0.0, 0.1, 0.0], [0.0, 0.1, -0.1], [-0.1, -0.1, -0.1], [0.1, 0.0, -0.1], [-0.1, 0.0, -0.1], [0.0, 0.1, 0.0], [0.1, 0.0, 0.1], [-0.1, -0.1, -0.1], [0.0, 0.2, 0.3], [-0.1, 0.0, 0.1], [0.1, -0.1, 0.1], [0.1, 0.1, 0.0], [0.1, -0.1, 0.0], [0.1, 0.0, -0.1], [-0.1, -0.2, 0.3], [0.1, 0.2, 0.3], [-0.1, 0.0, 0.1], [0.0, -0.1, 0.0], [0.0, -0.1, -0.1], [-0.2, -0.1, -0.1], [0.0, -0.1, 0.0], [0.0, 0.0, 0.1], [0.1, 0.0, -0.1], [0.0, -0.1, -0.1], [0.1, 0.0, -0.1], [-0.1, 0.0, 0.0], [-0.1, -0.1, -0.1], [-0.1, -0.1, 0.0], [-0.1, 0.1, -0.1], [-0.1, 0.1, 0.1], [-0.1, -0.1, 0.0], [-0.1, 0.0, 0.2], [0.1, -0.1, 0.0], [0.8, -0.1, 0.0], [0.1, -0.1, 0.1], [0.0, 0.0, 0.0], [0.4, 0.0, -0.2], [-0.2, 0.0, 0.1], [0.1, 0.0, 0.4], [0.1, -0.4, -0.6], [0.0, 0.1, 0.4], [-0.7, -0.6, -0.4], [-0.1, 0.2, 0.3], [0.1, 0.0, 0.1], [0.3, -0.2, -0.1], [0.0, 0.0, -0.1], [0.0, 0.0, -0.1], [-0.1, 0.0, 0.0], [-0.1, 0.0, 0.0], [0.1, 0.0, 0.0], [-0.1, 0.1, 0.1], [0.1, 0.1, 0.0]], "mulliken_charge": [0.024, -0.498, 1.201, -1.239, -1.110, 0.783, -0.874, -0.777, -0.616, 0.373, -0.289, -0.197, 0.329, 0.683, 0.196, -0.639, 0.526, 0.440, 0.403, 0.403, 0.519, -1.719, 1.368, -1.691, 0.403, -0.460, -1.553, -0.936, 1.115, -0.011, -1.290, -1.336, -0.860, 0.626, -0.289, 1.148, 0.348, 0.620, 0.160, -0.359, -1.623, -0.867, 0.983, 1.635, -1.677, -1.535, 2.899, -1.875, -1.820, 0.370, 0.425, 0.310, -0.210, 0.409, 0.401, 0.283, 0.365, 0.370, 0.398, 0.761, -0.285, 0.493, 0.484, -0.055, 0.333, 0.520, 0.792, -0.001, 0.376, 0.386, 0.327, -0.855, 0.340, 0.388, 0.441, 0.382, 0.381, 0.255, -1.422, 0.503, 0.228, 0.412, 0.420, 0.428, 0.348, -0.881, 1.047, -0.814, -1.165, -1.416, -0.984, 1.084, -0.140, 1.525, -0.429, -1.668, 0.342, 0.534, 0.474, 0.420, 0.382, 0.422, 0.504, 0.216]}

The calculation returns the following molecular weight values, one per record and in order: 355.5, 764.9 g mol⁻¹.